Formula: C10H10N2O
Source: OMol25
Level of theory: ωB97M-V with the def2-TZVPD basis set

```
! wB97M-V def2-TZVPD RIJCOSX def2/J DEFGRID3
* xyz 0 1
C -4.065 0.664 0.210
O -3.134 -0.440 0.023
C -1.800 -0.197 -0.034
C -1.027 -1.444 -0.251
C 0.284 -1.541 -0.036
C 0.881 -0.304 -0.035
C 2.296 -0.238 0.171
C 2.911 -1.686 0.046
N 2.980 0.880 0.184
C 2.332 2.096 0.088
C 0.877 2.122 -0.125
C 0.196 0.915 -0.110
N -1.347 1.072 -0.185
H -4.975 0.235 0.095
H -4.304 1.228 1.272
H -3.959 1.444 -0.543
H -1.616 -2.431 -0.063
H 0.954 -2.328 0.088
H 2.716 -2.185 1.118
H 2.283 -2.124 -0.806
H 4.122 -1.842 -0.413
H 2.926 3.047 -0.294
H 0.471 3.055 -0.398
*
```

Summary:
Relative energy (zero: lowest compared OMol25 entry of this formula, charge and spin) ... 102.87 kcal per mole
LUMO ... -0.107 eV
Strongest force on any atom ... 5.80 eV Å⁻¹

Here are the Mulliken charges for atoms 1 to 6, given in e: -0.75, -0.33, 0.74, -1.04, -0.62, 0.70



Formula: ArH26O13
Source: OMol25
Level of theory: ωB97M-V with the def2-TZVPD basis set

```
! wB97M-V def2-TZVPD RIJCOSX def2/J DEFGRID3
* xyz 0 1
Ar -0.339 -0.495 0.305
O -3.949 -2.057 -1.561
H -3.528 -1.201 -1.633
H -4.758 -1.887 -1.079
O 3.045 1.589 0.314
H 2.772 1.195 -0.514
H 3.877 1.164 0.520
O -1.922 2.495 -1.310
H -0.979 2.662 -1.321
H -2.310 3.288 -1.680
O 1.858 1.219 2.822
H 2.238 1.289 1.946
H 1.804 0.278 2.986
O -2.143 -0.073 -2.328
H -1.306 -0.472 -2.564
H -1.920 0.825 -2.081
O 0.360 -1.174 -2.979
H 0.713 -1.963 -2.567
H 0.766 -1.154 -3.846
O -1.025 1.598 3.623
H -1.321 2.438 3.270
H -0.106 1.540 3.363
O 0.378 -3.573 2.183
H -0.367 -3.092 2.544
H 0.295 -3.467 1.236
O 0.273 -3.584 -0.566
H 0.914 -4.205 -0.911
H -0.556 -3.847 -0.967
O 0.932 3.089 -1.326
H 1.262 3.310 -2.197
H 1.684 2.707 -0.875
O 1.952 -1.571 3.636
H 2.326 -1.913 4.448
H 1.377 -2.270 3.324
O -3.522 2.246 0.993
H -2.923 2.133 0.255
H -3.112 2.921 1.534
O 2.463 0.315 -2.099
H 1.653 -0.135 -2.338
H 3.150 -0.169 -2.558
*
```

Summary:
Relative energy (zero: lowest compared OMol25 entry of this formula, charge and spin) ... 8.32 kcal per mole
LUMO ... -0.601 eV
Strongest force on any atom ... 0.98 eV Å⁻¹

Here are the Mulliken charges for atoms 1 to 6, given in e: 0.00, -0.63, 0.38, 0.33, -0.72, 0.37



Formula: C24H33N3O4
Source: OMol25
Level of theory: ωB97M-V with the def2-TZVPD basis set

```
! wB97M-V def2-TZVPD RIJCOSX def2/J DEFGRID3
* xyz 0 1
C -0.247 0.879 2.862
H -0.184 0.430 3.769
O 1.227 1.037 2.421
C 1.465 1.410 1.199
C 0.536 1.706 0.120
C 0.889 2.244 -0.923
C 2.208 2.214 -1.084
C 3.196 1.951 -0.418
C 2.739 1.508 0.847
O 3.650 0.999 1.941
C 4.941 1.253 1.742
H 5.346 0.854 2.573
H 5.391 1.872 1.350
C 5.472 0.147 0.677
O 6.451 0.227 -0.136
N 4.551 -1.021 0.656
H 3.849 -1.156 1.188
C 4.664 -2.097 -0.398
C 4.711 -1.303 -1.934
H 4.604 -2.132 -2.520
H 3.634 -0.851 -2.056
H 5.326 -0.639 -1.865
C 3.515 -2.869 -0.185
H 3.510 -3.369 0.928
H 3.533 -3.620 -1.211
H 2.663 -2.424 -0.351
C 6.036 -2.979 -0.325
H 6.127 -3.085 0.632
H 6.026 -3.611 -0.963
H 6.888 -2.140 -0.373
H 4.278 2.064 -0.590
H 2.621 2.649 -2.340
C -0.051 2.750 -1.996
N -0.882 1.434 -2.477
C -1.868 0.941 -1.627
C -2.710 1.989 -0.890
C -3.720 1.217 -0.335
C -3.882 -0.156 0.202
C -2.979 -0.911 -0.757
C -2.086 -0.250 -1.443
H -1.195 -1.091 -1.910
H -3.142 -1.959 -0.468
N -4.915 -0.845 0.793
C -5.690 -0.160 1.687
H -5.175 0.879 1.991
C -6.769 0.401 0.961
H -7.501 0.860 1.725
O -7.526 -0.775 0.502
C -6.850 -1.291 -0.541
C -5.728 -1.839 0.280
H -4.991 -2.424 -0.543
H -5.843 -2.520 1.012
H -7.322 -2.147 -0.867
H -6.536 -0.846 -1.207
H -6.559 1.088 0.269
H -5.880 -0.579 2.702
H -4.452 1.807 0.284
H -2.781 2.870 -0.928
H -0.232 0.944 -2.832
H 0.561 3.115 -2.604
H -0.701 3.392 -1.708
H -0.497 1.861 0.571
H -0.707 1.880 2.738
H -1.005 0.215 2.183
*
```

Summary:
Relative energy (zero: lowest compared OMol25 entry of this formula, charge and spin) ... 622.64 kcal per mole
LUMO ... 0.484 eV
Strongest force on any atom ... 18.37 eV Å⁻¹

Here are the Mulliken charges for atoms 1 to 6, given in e: -0.80, 0.41, -0.57, -0.22, 0.90, 1.07



Formula: C12H16N2O
Source: OMol25
Level of theory: ωB97M-V with the def2-TZVPD basis set

```
! wB97M-V def2-TZVPD RIJCOSX def2/J DEFGRID3
* xyz 0 1
C 1.752 -0.208 1.436
C 2.545 -1.461 1.012
C 1.643 -2.633 0.756
C 1.869 -3.944 1.072
N 0.794 -4.639 0.588
C -0.035 -3.735 0.000
N 0.448 -2.528 0.099
H 0.881 -0.249 0.779
H 2.220 0.673 0.984
H 1.535 -0.082 2.489
H 3.083 -1.259 0.087
H 3.249 -1.731 1.802
H 2.663 -4.392 1.649
H 0.597 -5.620 0.710
H -0.838 -4.095 -0.628
C -2.528 0.207 -1.918
C -1.817 1.370 -1.292
C -2.546 2.469 -0.838
C -1.889 3.506 -0.200
C -0.518 3.472 -0.026
O 0.210 4.588 0.333
C 0.216 2.370 -0.457
C -0.462 1.312 -1.036
H -3.169 -0.361 -1.238
H -1.824 -0.556 -2.231
H -3.100 0.495 -2.794
H -3.611 2.521 -1.029
H -2.453 4.351 0.193
H -0.173 5.045 1.094
H 1.279 2.431 -0.264
H 0.044 0.372 -1.232
*
```

Summary:
Relative energy (zero: lowest compared OMol25 entry of this formula, charge and spin) ... 28.12 kcal per mole
LUMO ... 0.847 eV
Strongest force on any atom ... 2.20 eV Å⁻¹

Here are the Mulliken charges for atoms 1 to 6, given in e: -0.69, -0.38, 0.36, -0.63, -0.07, -0.32



Formula: C64H46N2O8
Source: OMol25
Level of theory: ωB97M-V with the def2-TZVPD basis set

```
! wB97M-V def2-TZVPD RIJCOSX def2/J DEFGRID3
* xyz 0 1
O 1.987 2.992 4.486
C 2.857 3.827 4.377
C 2.688 5.362 4.717
C 1.374 5.888 4.978
C 1.131 7.265 5.069
C 2.235 8.086 4.787
C 3.488 7.584 4.589
C 3.784 6.252 4.607
C 5.208 5.724 4.154
O 6.215 6.474 4.113
C 5.331 4.231 3.904
C 6.592 3.756 3.581
C 6.814 2.351 3.475
C 5.750 1.444 3.564
C 4.431 1.956 3.651
C 4.207 3.323 3.968
H 0.503 5.249 4.956
H 0.182 7.760 5.213
H 2.018 9.144 4.774
H 4.266 8.306 4.388
H 7.434 4.427 3.496
H 7.821 1.978 3.365
H 5.778 0.375 3.416
H 3.510 1.392 3.646
O -7.708 5.138 -1.584
C -6.870 4.523 -2.240
C -5.394 4.887 -2.091
C -4.886 5.809 -1.144
C -3.586 6.233 -1.122
C -2.654 5.778 -2.073
C -3.063 4.790 -2.933
C -4.432 4.346 -2.984
C -4.799 3.245 -4.008
O -3.918 2.699 -4.616
C -6.281 3.006 -4.182
C -6.595 2.122 -5.232
C -7.914 1.822 -5.492
C -8.899 2.366 -4.605
C -8.566 3.223 -3.589
C -7.239 3.615 -3.381
H -5.576 6.227 -0.426
H -3.335 6.998 -0.402
H -1.672 6.199 -1.913
H -2.271 4.316 -3.494
H -5.893 1.556 -5.827
H -8.138 1.143 -6.301
H -9.938 2.070 -4.597
H -9.328 3.476 -2.867
O 3.265 8.754 -7.245
C 3.536 8.177 -6.187
C 3.612 9.012 -4.909
C 3.050 10.285 -4.883
C 3.098 11.061 -3.764
C 3.813 10.696 -2.673
C 4.264 9.377 -2.604
C 4.154 8.537 -3.762
C 4.620 7.155 -3.708
O 5.232 6.771 -2.686
C 4.263 6.246 -4.791
C 4.372 4.868 -4.616
C 3.739 3.940 -5.432
C 3.049 4.462 -6.535
C 3.061 5.805 -6.809
C 3.636 6.754 -5.956
H 2.605 10.611 -5.811
H 2.544 11.988 -3.771
H 3.906 11.343 -1.812
H 4.702 9.019 -1.684
H 4.745 4.472 -3.683
H 3.761 2.887 -5.191
H 2.411 3.767 -7.059
H 2.558 6.253 -7.653
O -1.984 -15.590 0.482
C -0.937 -15.011 0.671
C -0.620 -13.703 0.011
C -1.571 -13.160 -0.807
C -1.351 -11.936 -1.436
C -0.112 -11.286 -1.184
C 0.762 -11.749 -0.197
C 0.597 -13.058 0.325
C 1.630 -13.620 1.258
O 2.719 -13.073 1.466
C 1.206 -14.785 2.053
C 1.980 -15.102 3.203
C 1.477 -15.999 4.120
C 0.232 -16.550 3.926
C -0.542 -16.237 2.803
C -0.029 -15.390 1.812
H -2.476 -13.722 -0.987
H -1.983 -11.540 -2.216
H 0.119 -10.374 -1.715
H 1.719 -11.315 0.053
H 2.958 -14.709 3.439
H 2.104 -16.253 4.961
H -0.073 -17.328 4.611
H -1.503 -16.701 2.638
C 0.908 -1.582 -0.919
C 0.245 -2.405 0.214
C 0.653 -3.924 0.446
C 2.092 -4.217 0.571
N 3.207 -4.367 0.638
H 0.972 -2.188 -1.822
H 1.809 -1.071 -0.577
H 0.293 -0.739 -1.236
H -0.839 -2.430 0.107
H 0.310 -1.975 1.213
H 0.194 -4.552 -0.317
H 0.081 -4.268 1.308
C -5.051 -3.177 5.093
C -5.072 -1.846 5.870
C -4.445 -0.672 5.008
C -5.150 -0.390 3.741
N -5.665 -0.302 2.704
H -4.106 -3.273 4.558
H -5.861 -3.325 4.379
H -5.025 -4.120 5.638
H -4.476 -1.905 6.781
H -6.073 -1.441 6.024
H -3.397 -0.864 4.775
H -4.568 0.257 5.564
*
```

Summary:
Relative energy (zero: lowest compared OMol25 entry of this formula, charge and spin) ... 94.59 kcal per mole
LUMO ... -1.193 eV
Strongest force on any atom ... 3.88 eV Å⁻¹

Here are the Mulliken charges for atoms 1 to 6, given in e: -0.65, 0.50, 0.48, -0.62, -0.56, -0.37



Formula: C10H15N5
Source: OMol25
Level of theory: ωB97M-V with the def2-TZVPD basis set

```
! wB97M-V def2-TZVPD RIJCOSX def2/J DEFGRID3
* xyz 0 1
C 3.107 1.643 -0.923
C 2.854 0.374 -1.603
N 2.655 -0.633 -2.110
H 2.189 2.218 -0.842
H 3.837 2.223 -1.486
H 3.531 1.430 0.059
C -3.725 -1.497 -0.527
C -4.582 -2.606 -0.159
N -5.253 -3.487 0.129
H -3.963 -1.163 -1.540
H -2.684 -1.812 -0.550
H -3.863 -0.654 0.144
C -3.977 3.178 0.202
C -4.586 2.380 1.256
N -5.062 1.734 2.080
H -4.275 4.225 0.303
H -4.333 2.842 -0.770
H -2.894 3.131 0.247
C 0.435 -0.517 0.854
C -0.643 0.359 0.390
N -1.477 1.046 0.016
H 0.758 -1.182 0.060
H 0.110 -1.085 1.720
H 1.259 0.141 1.129
C 5.547 -2.060 0.117
C 4.217 -2.029 0.705
N 3.161 -2.025 1.153
H 5.508 -1.759 -0.927
H 5.959 -3.060 0.226
H 6.189 -1.355 0.647
*
```

Summary:
Relative energy (zero: lowest compared OMol25 entry of this formula, charge and spin) ... 20.11 kcal per mole
LUMO ... 0.233 eV
Strongest force on any atom ... 0.71 eV Å⁻¹

Here are the Mulliken charges for atoms 1 to 6, given in e: -0.86, 0.37, -0.41, 0.29, 0.36, 0.27



Formula: C46H50F6IN8O7Sr
Source: OMol25
Level of theory: ωB97M-V with the def2-TZVPD basis set

```
! wB97M-V def2-TZVPD RIJCOSX def2/J DEFGRID3
* xyz 1 1
Sr 2.072 0.285 0.134
C 4.293 2.780 1.079
O 3.087 2.207 1.585
C 2.986 2.369 2.989
C 1.567 2.077 3.427
O 1.069 0.842 2.943
C 1.202 -0.280 3.798
C 2.623 -0.779 3.910
O 3.152 -0.915 2.605
C 4.524 -1.295 2.624
H 4.278 3.865 1.213
H 5.159 2.363 1.598
H 4.363 2.536 0.025
H 3.713 1.720 3.486
H 3.218 3.402 3.266
H 1.507 2.125 4.518
H 0.915 2.844 3.009
H 0.815 -0.058 4.797
H 0.590 -1.056 3.342
H 3.244 -0.089 4.493
H 2.620 -1.741 4.434
H 4.639 -2.332 2.957
H 4.899 -1.177 1.613
H 5.095 -0.649 3.300
O 2.526 0.276 -2.133
C 2.473 1.064 -3.322
C 2.261 0.196 -4.556
C 1.300 -0.997 -4.418
C -0.150 -0.775 -4.052
C -1.137 -1.463 -4.759
C -2.466 -1.317 -4.408
C -2.790 -0.463 -3.364
C -1.752 0.180 -2.712
N -0.464 0.019 -3.022
H 3.463 0.097 -1.843
H 3.392 1.635 -3.451
H 1.646 1.754 -3.200
H 3.226 -0.235 -4.836
H 1.950 0.851 -5.375
H 1.736 -1.675 -3.680
H 1.308 -1.532 -5.368
H -0.857 -2.115 -5.579
H -3.239 -1.858 -4.940
H -3.816 -0.301 -3.057
H -1.959 0.861 -1.892
C -12.297 0.767 2.916
O -11.541 -0.434 2.848
C -10.227 -0.335 2.568
C -9.545 0.867 2.402
C -8.190 0.856 2.117
C -7.489 -0.337 1.992
C -8.186 -1.538 2.162
C -9.533 -1.540 2.447
C -6.052 -0.295 1.716
N -5.335 0.798 1.584
C -4.056 0.371 1.357
C -3.984 -0.999 1.353
N -5.271 -1.417 1.588
C -2.759 -1.720 1.239
C -2.647 -3.114 1.340
C -1.402 -3.687 1.332
C -0.288 -2.854 1.209
N -0.363 -1.544 1.049
C -1.579 -0.962 1.059
C -1.655 0.494 0.939
N -0.527 1.173 0.652
C -0.569 2.497 0.658
C -1.728 3.233 0.916
C -2.899 2.557 1.139
C -2.879 1.157 1.148
H -13.326 0.465 3.078
H -12.229 1.329 1.982
H -11.968 1.395 3.746
H -10.060 1.814 2.496
H -7.652 1.787 1.990
H -7.685 -2.495 2.073
H -10.077 -2.467 2.580
H -5.595 -2.366 1.640
H -3.537 -3.724 1.444
H -1.276 -4.759 1.417
H 0.709 -3.280 1.257
H 0.363 3.001 0.425
H -1.697 4.315 0.917
H -3.839 3.067 1.314
N 1.023 5.017 -1.854
C 2.051 4.155 -1.713
O 2.009 3.194 -0.955
C 3.304 4.479 -2.499
I 2.951 4.555 -4.610
H 0.152 4.828 -1.390
H 1.049 5.751 -2.540
H 4.050 3.715 -2.320
H 3.691 5.458 -2.228
N -0.820 -4.728 -3.434
C 0.063 -4.376 -2.785
C 1.150 -3.947 -1.949
C 2.184 -4.812 -1.593
C 3.170 -4.343 -0.747
C 3.089 -3.037 -0.286
N 2.104 -2.204 -0.626
C 1.157 -2.656 -1.445
H 2.202 -5.823 -1.979
H 4.000 -4.970 -0.452
H 3.842 -2.641 0.381
H 0.361 -1.965 -1.708
C 6.917 0.407 0.035
C 5.827 -0.045 -0.953
O 4.554 -0.002 -0.477
C 5.967 0.883 -2.202
F 5.414 2.092 -1.923
F 5.309 0.403 -3.278
F 7.229 1.116 -2.575
C 6.184 -1.490 -1.409
F 6.338 -2.289 -0.320
F 5.213 -2.043 -2.156
F 7.323 -1.568 -2.111
H 6.831 1.479 0.204
H 7.913 0.192 -0.350
H 6.786 -0.111 0.981
*
```

Summary:
Relative energy (zero: lowest compared OMol25 entry of this formula, charge and spin) ... 12.21 kcal per mole
LUMO ... -2.357 eV
Strongest force on any atom ... 1.68 eV Å⁻¹

Here are the Mulliken charges for atoms 1 to 6, given in e: 1.72, -0.81, 0.31, -0.69, -0.80, 0.14



Formula: C30H23CsN10O3S2
Source: OMol25
Level of theory: ωB97M-V with the def2-TZVPD basis set

```
! wB97M-V def2-TZVPD RIJCOSX def2/J DEFGRID3
* xyz -2 1
Cs -0.199 -0.902 0.510
N -2.407 1.816 4.180
C -2.795 2.221 2.912
S -3.937 3.410 2.587
N -2.158 1.447 1.986
N -2.495 1.541 0.727
C -3.673 1.793 0.211
C -3.587 2.410 -1.053
C -4.612 3.253 -1.425
C -4.310 4.313 -2.292
C -3.078 4.376 -2.936
C -2.196 3.302 -2.843
C -2.504 2.157 -1.992
O -1.844 1.069 -2.027
H -2.440 2.525 4.938
H -1.503 1.325 4.106
H -4.641 1.683 0.732
H -5.572 3.170 -0.950
H -5.032 5.094 -2.516
H -2.835 5.173 -3.630
H -1.252 3.211 -3.328
S 7.661 2.253 -0.435
N 7.012 1.361 0.776
C 5.689 1.288 0.532
C 4.718 0.606 1.352
C 4.942 -0.029 2.565
C 3.926 -0.735 3.196
C 2.649 -0.708 2.620
N 2.389 -0.004 1.496
C 3.331 0.699 0.887
C 2.964 1.371 -0.377
N 1.690 1.343 -0.785
C 1.314 1.944 -1.893
C 2.198 2.720 -2.696
C 3.568 2.635 -2.376
C 3.963 2.014 -1.171
C 5.304 1.932 -0.692
N 6.336 2.542 -1.292
H 5.976 -0.020 2.955
H 4.088 -1.376 4.039
H 1.832 -1.320 3.014
H 0.268 1.795 -2.183
H 1.863 3.238 -3.606
H 4.331 3.122 -2.965
O -2.127 -4.663 -0.963
C -1.299 -3.831 -1.352
O -0.323 -3.421 -0.684
C -1.335 -3.141 -2.762
C -0.925 -3.719 -3.981
C -1.103 -3.028 -5.154
C -1.864 -1.858 -5.145
C -2.135 -1.290 -3.891
N -1.883 -1.955 -2.759
H -0.472 -4.679 -3.920
H -0.708 -3.403 -6.078
H -2.187 -1.431 -6.093
H -2.571 -0.287 -3.793
C -0.374 -4.992 2.421
C -0.554 -3.923 3.445
N -1.536 -3.020 3.385
C -1.442 -2.237 4.503
C -0.338 -2.602 5.230
N 0.213 -3.677 4.523
H 0.736 -5.150 2.262
H -0.785 -4.739 1.432
H -0.804 -5.956 2.755
H -2.129 -1.469 4.765
H 0.121 -2.243 6.143
H 0.882 -4.341 4.853
*
```

Summary:
LUMO ... 2.563 eV
Strongest force on any atom ... 3.57 eV Å⁻¹

Here are the Mulliken charges for atoms 1 to 6, given in e: 1.16, -0.42, 0.12, -0.56, -0.73, -0.02



One value per record, in order, for HOMO: -8.75 -10.22 -7.14 -8.29 -9.64 -11.33 -9.72 0.05 eV.